{
  "formula": "C40H60GeO6SbW",
  "method": "the ωB97M-V functional and the def2-TZVPD basis",
  "total_charge": 1,
  "e_homo_ha": [-0.308, -0.303],
  "orbital_gap_ev": [6.6138, 6.4901],
  "fmax_ev_per_a": 1.4,
  "elements": ["W", "C", "C", "O", "C", "C", "O", "C", "C", "O", "C", "C", "O", "C", "C", "O", "C", "C", "O", "H", "H", "H", "H", "H", "H", "H", "H", "H", "H", "H", "H", "H", "H", "H", "H", "H", "H", "H", "H", "H", "H", "H", "H", "C", "Ge", "C", "C", "C", "C", "C", "C", "C", "C", "C", "C", "C", "C", "C", "C", "C", "C", "C", "C", "H", "H", "H", "H", "H", "H", "H", "H", "H", "H", "H", "H", "H", "H", "H", "C", "C", "C", "Sb", "C", "C", "C", "C", "C", "C", "H", "H", "H", "H", "H", "H", "H", "H", "H", "H", "H", "H", "H", "H", "H", "H", "H", "H", "H", "H", "H"],
  "xyz": [[0.877, 0.219, 0.166], [-2.587, 0.126, 1.402], [-2.030, -1.205, 1.763], [-1.051, -1.553, 0.781], [-0.613, -2.910, 0.863], [0.871, -2.927, 1.082], [1.554, -2.022, 0.222], [2.031, -2.590, -1.027], [0.989, -2.697, -2.102], [0.471, -1.407, -2.277], [-0.650, -1.226, -3.109], [-1.756, -0.752, -2.213], [-1.324, 0.376, -1.441], [-1.397, 1.627, -2.111], [-0.196, 2.442, -1.726], [0.136, 2.318, -0.333], [-0.643, 3.077, 0.596], [-1.897, 2.355, 1.007], [-1.507, 1.043, 1.367], [-3.333, 0.422, 2.147], [-3.061, 0.089, 0.417], [-2.843, -1.935, 1.772], [-1.560, -1.195, 2.748], [-0.898, -3.410, -0.060], [-1.106, -3.427, 1.689], [1.260, -3.939, 0.950], [1.107, -2.592, 2.084], [2.461, -3.570, -0.814], [2.816, -1.915, -1.345], [1.485, -3.064, -3.009], [0.195, -3.407, -1.847], [-0.949, -2.141, -3.632], [-0.390, -0.483, -3.868], [-1.987, -1.521, -1.479], [-2.665, -0.520, -2.776], [-2.330, 2.125, -1.840], [-1.398, 1.508, -3.199], [-0.355, 3.495, -1.963], [0.689, 2.084, -2.238], [-0.890, 4.050, 0.165], [0.008, 3.226, 1.454], [-2.637, 2.317, 0.203], [-2.351, 2.871, 1.859], [2.261, 0.548, -0.877], [3.762, 0.696, -2.062], [4.200, 2.577, -2.210], [3.481, 3.526, -1.476], [3.790, 4.883, -1.572], [4.824, 5.301, -2.400], [5.549, 4.366, -3.132], [5.238, 3.015, -3.038], [3.215, 0.055, -3.810], [3.764, -1.038, -4.485], [3.287, -1.419, -5.740], [2.263, -0.704, -6.344], [1.722, 0.404, -5.698], [2.196, 0.775, -4.447], [5.263, -0.250, -1.269], [6.022, 0.467, -0.336], [7.049, -0.145, 0.376], [7.336, -1.488, 0.168], [6.596, -2.217, -0.753], [5.567, -1.602, -1.463], [2.685, 3.197, -0.814], [3.231, 5.612, -0.996], [5.068, 6.354, -2.475], [6.358, 4.691, -3.775], [5.814, 2.299, -3.618], [4.584, -1.595, -4.055], [3.730, -2.266, -6.249], [1.903, -0.993, -7.323], [0.945, 0.986, -6.180], [1.781, 1.658, -3.971], [5.822, 1.521, -0.171], [7.630, 0.430, 1.089], [8.138, -1.965, 0.719], [6.821, -3.263, -0.924], [5.001, -2.202, -2.162], [3.788, 2.379, 4.303], [2.938, 2.122, 3.057], [3.883, 1.851, 1.890], [1.376, 0.606, 3.156], [-0.122, 1.715, 4.246], [-1.075, 0.844, 5.065], [0.445, 2.837, 5.119], [2.099, -0.802, 4.620], [1.100, -1.951, 4.803], [2.446, -0.239, 6.001], [4.461, 3.220, 4.100], [4.423, 1.519, 4.528], [3.217, 2.630, 5.193], [2.348, 3.017, 2.840], [4.494, 0.960, 2.072], [4.571, 2.699, 1.773], [3.376, 1.699, 0.942], [-0.694, 2.160, 3.429], [-0.581, 0.415, 5.938], [-1.514, 0.021, 4.498], [-1.904, 1.457, 5.438], [1.027, 2.445, 5.956], [-0.382, 3.416, 5.547], [1.078, 3.532, 4.569], [3.003, -1.194, 4.144], [0.135, -1.597, 5.171], [1.482, -2.658, 5.548], [0.915, -2.522, 3.896], [1.556, 0.120, 6.523], [3.169, 0.565, 5.983], [2.868, -1.043, 6.615]],
  "forces_ev_per_angstrom": [[-0.11, -0.08, -0.45], [0.04, 0.41, 0.05], [0.16, -0.40, -0.14], [-0.15, -0.02, 0.23], [-0.28, 0.15, -0.02], [0.46, -0.02, -0.18], [-0.23, -0.20, -0.48], [0.10, 0.03, 0.59], [-0.17, 0.01, -0.16], [0.16, 0.11, -0.17], [0.20, -0.14, -0.11], [-0.36, 0.16, 0.19], [0.17, -0.21, -0.08], [-0.21, -0.14, -0.16], [0.19, 0.38, 0.36], [-0.36, -0.01, 0.22], [0.21, 0.12, -0.34], [-0.03, -0.17, 0.10], [-0.19, -0.11, 0.12], [-0.01, 0.06, 0.02], [-0.05, -0.02, -0.05], [0.00, -0.10, -0.04], [0.03, 0.05, 0.10], [-0.02, -0.05, -0.09], [-0.01, -0.01, 0.02], [0.04, -0.03, 0.01], [0.01, 0.08, 0.13], [0.03, -0.04, 0.03], [0.04, 0.06, 0.01], [-0.01, 0.02, -0.06], [-0.03, -0.08, 0.02], [0.03, -0.03, 0.04], [0.02, 0.00, -0.02], [-0.04, -0.04, 0.02], [0.00, 0.12, 0.03], [-0.09, -0.02, -0.01], [0.02, -0.05, 0.02], [0.01, 0.09, -0.03], [0.13, -0.06, -0.01], [0.01, 0.05, -0.02], [0.06, -0.03, 0.05], [0.00, -0.01, -0.03], [-0.07, 0.02, 0.04], [-0.17, -0.20, 1.03], [-0.16, -0.01, 0.27], [0.08, 0.40, 0.02], [0.15, 0.11, -0.10], [0.03, -0.15, -0.03], [-0.01, -0.07, -0.01], [-0.06, -0.05, 0.04], [-0.10, 0.11, 0.07], [-0.07, -0.12, -0.50], [-0.20, 0.13, -0.07], [-0.01, 0.06, 0.09], [0.00, 0.01, 0.03], [0.07, -0.05, 0.07], [0.08, -0.17, -0.08], [0.31, -0.15, 0.21], [0.15, -0.17, -0.12], [-0.07, 0.00, -0.07], [-0.03, 0.04, -0.01], [-0.07, 0.11, -0.04], [0.07, 0.09, 0.19], [0.00, -0.02, -0.04], [0.02, -0.04, -0.02], [-0.01, -0.04, 0.01], [-0.02, 0.00, 0.01], [-0.03, 0.01, 0.03], [0.03, 0.02, 0.01], [-0.02, 0.03, 0.02], [0.00, 0.00, 0.02], [0.01, 0.00, -0.01], [0.04, -0.01, -0.02], [-0.01, -0.05, -0.02], [-0.03, -0.02, -0.03], [-0.02, 0.02, -0.02], [-0.01, 0.03, 0.00], [-0.01, 0.00, -0.01], [-0.01, 0.08, -0.03], [0.28, -0.10, 0.08], [0.17, 0.08, 0.07], [0.58, 0.42, -1.19], [-0.12, 0.13, 0.16], [-0.10, 0.08, 0.03], [-0.15, -0.02, 0.06], [-0.13, -0.24, 0.23], [0.10, -0.09, 0.12], [-0.10, -0.16, 0.02], [-0.05, -0.06, 0.02], [-0.03, 0.01, -0.02], [-0.06, -0.02, 0.03], [0.00, 0.06, -0.07], [-0.04, 0.04, 0.05], [-0.04, -0.09, 0.04], [-0.15, 0.00, -0.01], [-0.01, 0.03, 0.06], [0.01, 0.02, -0.03], [0.03, 0.03, -0.04], [0.06, -0.04, -0.01], [-0.02, -0.02, -0.05], [0.06, -0.04, -0.03], [0.00, -0.02, -0.03], [0.04, -0.01, 0.07], [0.02, 0.02, 0.02], [-0.02, 0.03, -0.05], [0.00, 0.03, -0.02], [0.03, -0.02, -0.07], [0.07, 0.09, -0.06], [-0.03, 0.06, -0.02]],
  "lowdin_charge": [1.136, -0.169, -0.164, -0.218, -0.150, -0.164, -0.280, -0.135, -0.172, -0.171, -0.159, -0.148, -0.190, -0.156, -0.145, -0.307, -0.139, -0.176, -0.239, 0.147, 0.133, 0.144, 0.112, 0.120, 0.139, 0.144, 0.085, 0.141, 0.081, 0.142, 0.123, 0.143, 0.118, 0.121, 0.142, 0.126, 0.139, 0.145, 0.088, 0.143, 0.120, 0.122, 0.142, -0.407, 0.886, -0.287, -0.113, -0.085, -0.088, -0.081, -0.095, -0.264, -0.095, -0.081, -0.086, -0.093, -0.118, -0.258, -0.115, -0.079, -0.086, -0.084, -0.117, 0.074, 0.099, 0.103, 0.104, 0.107, 0.081, 0.105, 0.104, 0.104, 0.089, 0.092, 0.106, 0.104, 0.103, 0.075, -0.145, -0.547, -0.183, 1.543, -0.546, -0.136, -0.131, -0.546, -0.152, -0.127, 0.085, 0.075, 0.051, 0.069, 0.077, 0.088, -0.004, 0.043, 0.064, 0.048, 0.085, 0.069, 0.085, 0.061, 0.085, 0.057, 0.086, 0.036, 0.066, 0.042, 0.085]
}